1.
75
Properties=species:S:1:pos:R:3:forces:R:3:mulliken_charge:R:1 method="wB97M-V/def2-TZVPD" orbital_gap_ev=4.017
C -2.248 -3.919 1.495 -0.25 -0.01 0.01 -0.531
C -1.597 -2.689 1.677 0.15 -0.32 -0.23 -0.710
C -0.437 -2.410 0.962 -0.06 -0.30 -0.17 -0.426
C 0.112 -3.368 0.067 -0.73 -0.47 0.02 0.997
C 1.415 -3.203 -0.509 0.73 0.94 0.77 1.102
C 2.458 -2.362 0.117 -0.53 -0.26 -0.85 -0.467
O 3.273 -1.756 -0.579 0.20 -0.07 0.60 -0.736
C 2.518 -2.275 1.636 0.51 0.15 0.44 0.114
C 2.087 -3.306 2.486 -0.16 0.29 -0.01 0.009
C 2.028 -3.121 3.874 0.07 0.22 -0.20 -0.631
C 2.418 -1.894 4.432 0.19 -0.08 -0.46 -0.395
C 2.982 -0.912 3.599 -0.08 -0.24 0.01 -0.429
C 3.073 -1.123 2.221 -0.53 -0.11 -0.02 -0.645
C 1.827 -3.931 -1.622 0.71 -1.00 -1.57 -0.248
N 2.199 -4.550 -2.551 -0.54 0.71 1.18 -0.772
C -0.669 -4.515 -0.246 -0.21 0.17 0.61 -0.568
C -1.809 -4.815 0.508 0.36 0.57 -0.23 -0.622
H -3.123 -4.166 2.101 0.21 0.09 -0.19 0.368
H -1.978 -1.950 2.389 0.08 -0.34 -0.22 0.407
H 0.087 -1.461 1.104 -0.19 -0.31 0.02 0.554
H 1.743 -4.238 2.041 0.02 0.18 0.13 0.428
H 1.646 -3.926 4.511 0.17 0.37 -0.26 0.367
H 2.303 -1.713 5.503 0.10 -0.07 -0.33 0.375
H 3.342 0.033 4.016 -0.11 -0.36 -0.06 0.350
H 3.510 -0.373 1.562 -0.15 -0.15 0.17 0.402
H -0.321 -5.180 -1.041 -0.06 0.07 0.39 0.419
H -2.347 -5.747 0.315 0.10 0.30 0.12 0.415
C -2.536 2.841 -1.429 -0.44 0.07 0.10 -1.034
N -1.395 2.774 -2.318 -0.16 -0.48 -0.31 0.070
C -0.471 3.866 -2.122 0.50 0.20 0.24 -0.721
C 0.621 3.890 -3.178 -0.27 0.09 -0.01 -0.815
C 1.293 2.528 -3.330 0.72 0.55 0.14 -0.723
C 0.336 1.385 -3.285 -0.14 -0.71 -0.35 0.708
C -1.021 1.602 -2.909 0.23 0.29 0.73 1.201
C -1.958 0.560 -3.094 -0.13 -0.64 -0.16 -1.551
C -1.541 -0.710 -3.408 0.08 0.37 -0.04 -0.827
C -0.147 -1.014 -3.543 -0.26 0.09 0.29 0.881
C 0.357 -2.318 -3.699 -0.13 0.37 -1.11 -0.698
C -0.429 -3.479 -3.946 -0.63 -0.62 0.84 0.789
C -0.039 -4.474 -4.886 0.08 0.14 0.37 -0.696
C -0.844 -5.550 -5.208 -0.07 0.50 0.36 0.816
C -2.064 -5.755 -4.502 0.28 0.21 0.09 0.878
N -2.835 -6.849 -4.741 -0.31 0.33 0.07 0.004
C -4.011 -7.107 -3.946 -0.35 0.06 0.20 -1.148
C -2.416 -7.939 -5.584 0.58 -0.53 -0.16 -0.585
C -1.511 -7.480 -6.719 -0.37 0.07 0.01 -0.867
C -0.411 -6.540 -6.238 0.56 -0.55 -0.34 -0.783
C -2.430 -4.815 -3.510 -0.09 0.12 0.16 -1.215
C -1.635 -3.726 -3.223 -0.07 0.18 -0.56 -1.336
C 0.749 0.099 -3.570 -0.46 0.08 0.17 -1.348
H -3.125 1.924 -1.486 0.09 0.35 0.14 0.358
H -2.201 2.974 -0.386 -0.02 -0.08 -0.31 0.318
H -3.170 3.700 -1.689 0.10 -0.24 0.06 0.307
H -1.053 4.800 -2.143 0.19 -0.21 0.03 0.405
H -0.015 3.783 -1.116 -0.14 0.04 -0.23 0.377
H 0.176 4.184 -4.134 0.04 0.04 0.05 0.324
H 1.351 4.653 -2.889 -0.09 -0.12 -0.20 0.349
H 1.828 2.527 -4.286 0.01 -0.14 0.13 0.404
H 2.060 2.411 -2.551 -0.16 -0.05 -0.09 0.333
H -3.024 0.760 -2.987 0.36 -0.10 -0.10 0.492
H -2.298 -1.474 -3.572 0.31 0.25 0.02 0.696
H 1.439 -2.397 -3.837 -0.24 -0.12 -0.04 0.442
H 0.941 -4.375 -5.358 -0.32 -0.02 0.03 0.387
H -4.707 -6.258 -3.993 0.10 -0.23 0.05 0.360
H -4.512 -7.988 -4.362 0.05 0.25 0.19 0.341
H -3.771 -7.305 -2.889 -0.04 0.04 -0.21 0.342
H -1.878 -8.701 -4.988 -0.21 0.15 -0.07 0.295
H -3.324 -8.408 -5.988 0.33 0.04 0.05 0.419
H -1.071 -8.370 -7.182 -0.10 0.22 -0.06 0.349
H -2.138 -6.979 -7.463 0.12 0.00 -0.01 0.331
H -0.005 -6.024 -7.115 0.06 0.01 0.19 0.419
H 0.413 -7.136 -5.821 -0.10 0.09 -0.08 0.316
H -3.351 -4.948 -2.946 0.35 -0.03 -0.04 0.259
H -1.946 -3.059 -2.416 0.26 -0.34 -0.21 0.795
H 1.788 -0.092 -3.845 -0.14 0.09 0.30 0.450

2.
14
Properties=species:S:1:pos:R:3:forces:R:3:nbo_charge:R:1 method="wB97M-V/def2-TZVPD" orbital_gap_ev=9.193 smiles="C=CO.C=CS"
C -1.207 -0.070 -1.109 0.88 1.65 0.91 -0.479
C 0.668 -1.269 0.595 -0.69 -0.17 -0.77 -0.419
C -1.008 1.012 -0.334 -3.74 -1.46 1.01 0.145
C 1.505 -0.539 -0.173 -0.07 -0.73 3.41 -0.348
O -1.817 1.367 0.829 1.74 1.20 -2.83 -0.731
S 2.472 0.892 0.194 0.28 -0.39 -0.89 0.027
H -0.511 -0.276 -1.914 -0.17 0.28 -0.07 0.208
H -1.784 -0.907 -0.791 -0.79 -0.22 0.11 0.200
H 0.257 -1.000 1.613 0.70 -0.22 -1.33 0.202
H 0.116 -2.096 0.011 1.11 1.09 1.40 0.208
H -0.359 1.803 -0.506 1.15 1.16 -0.59 0.180
H 1.812 -1.006 -1.048 0.45 -0.33 -1.87 0.209
H -1.966 0.672 1.425 -0.25 -1.85 0.87 0.472
H 1.823 1.417 1.209 -0.59 -0.01 0.62 0.125